# 1
The following is a quantum chemistry calculation of C5H6N2O3S in the gas phase at a distorted geometry, from the OMol25 dataset.

XYZ file:
```
17
Properties=species:S:1:pos:R:3:forces:R:3:mulliken_charge:R:1
C 1.683 -1.741 0.100 -2.04 2.10 0.10 -0.198
C 0.582 0.706 -0.552 0.48 1.02 1.38 0.631
C -2.177 1.231 0.960 -1.32 -0.33 -2.03 -0.917
C 2.577 -0.727 -0.370 -1.25 -0.64 -1.04 -0.355
C 2.038 0.474 -0.722 0.50 -0.20 -1.02 -0.368
H -1.295 1.230 1.473 1.97 0.79 2.20 0.302
N 0.403 -1.586 0.243 -0.11 -0.34 0.23 -0.918
N -0.139 -0.400 -0.031 1.04 1.05 -0.60 0.566
H 1.975 -2.697 0.342 1.00 -1.94 0.43 0.496
H -2.292 2.109 0.325 0.42 -0.36 -0.17 0.315
O -2.208 0.096 -1.380 0.07 -1.26 1.62 -0.625
O -2.297 -1.393 0.718 -0.37 -0.36 -0.12 -0.583
H -3.085 1.124 1.514 -0.26 -0.55 0.68 0.411
S -1.875 -0.247 -0.005 -0.73 1.55 -2.26 1.153
O 0.049 1.806 -0.649 0.42 -1.03 -0.44 -0.576
H 2.581 1.269 -1.300 -0.56 -0.86 0.92 0.337
H 3.481 -1.254 -0.666 0.75 1.37 0.14 0.328
```
Forces are in eV/Å.

Computed properties:
charge	0
energy above the lowest of the compared OMol25 structures with the same formula, charge and spin	303.4	kJ/mol
frontier orbital gap	9.18	eV
SMILES	CS(=O)(=O)n1ncccc1=O



# 2
The following is a quantum chemistry calculation of 9 unconnected molecules or ions with the total composition C5H31N2O9 at a distorted geometry, from the OMol25 dataset.

XYZ file:
```
47
Properties=species:S:1:pos:R:3:forces:R:3:mulliken_charge:R:1
H -1.356 1.411 -0.819 0.39 -0.53 -0.14 0.352
H 1.262 3.115 1.970 -0.61 -1.23 -0.02 0.215
H -1.619 1.565 4.281 0.74 0.58 0.19 0.377
H -1.446 1.170 0.860 0.39 0.83 -0.81 0.469
H 2.496 -3.724 2.339 0.15 0.53 0.32 0.272
H 3.112 -1.982 -1.618 0.28 -0.22 0.27 0.274
H -1.294 -1.789 -3.642 0.06 0.94 0.14 0.334
H -2.474 2.509 -2.369 -0.41 -0.07 -0.79 0.285
H 2.326 0.780 -0.038 0.00 -0.24 -1.02 0.168
H -2.858 1.509 -3.565 0.12 0.55 0.58 0.303
H -1.410 -4.726 -1.556 -0.28 -0.04 -0.56 0.287
H 1.287 2.376 -2.631 -0.24 -0.16 0.07 0.320
H 1.077 -1.051 -1.697 -1.26 0.15 0.46 0.355
H -0.619 -1.978 0.869 -0.16 1.28 -0.17 0.282
C 2.503 1.825 -0.302 -0.36 0.45 2.17 -1.227
H 2.890 2.161 0.702 0.04 0.34 -1.14 0.316
O 0.153 -0.681 -1.699 0.49 0.16 -0.41 -0.458
C 0.431 2.365 1.780 0.12 1.83 -0.66 -0.935
O -0.785 -4.029 -1.759 -0.38 1.60 -0.42 -0.695
H -2.638 -2.674 1.089 0.05 0.37 -0.39 0.297
H -1.926 -3.433 0.000 0.26 0.02 -0.66 0.263
H 2.491 -2.417 -0.221 0.09 0.23 -0.43 0.292
C -0.672 1.558 3.707 -1.54 -0.74 -0.25 -0.775
H -0.819 0.605 3.183 0.63 -0.20 0.24 0.167
O -2.030 -1.985 -3.063 -0.63 -1.42 -0.15 -0.675
O 1.850 -3.287 1.769 0.16 -1.22 -0.30 -0.632
O -2.147 -2.530 0.259 -0.54 -0.46 0.94 -0.632
O 0.751 1.983 -1.928 0.23 1.48 0.83 -0.466
H 1.617 3.587 -0.861 -1.08 0.38 0.41 0.449
H -0.346 0.391 0.060 1.03 -0.25 -0.69 -0.108
O -0.038 -1.235 1.197 -0.42 -1.41 0.26 -0.541
H 0.489 -1.807 1.777 0.70 0.64 0.16 0.314
H -0.692 3.356 0.016 1.33 -1.24 1.04 0.294
O 2.299 -2.113 -1.126 0.15 -0.17 0.22 -0.603
O -2.257 1.683 -2.821 0.14 -0.38 0.28 -0.629
N -0.725 2.567 2.621 -0.14 -2.21 1.12 -0.197
H -1.008 3.444 3.001 0.58 0.94 -0.31 0.282
H -1.254 -3.253 -2.269 0.51 -1.88 1.22 0.451
H -0.320 -1.153 -1.012 0.27 -0.73 -0.16 0.041
H 1.535 -4.082 1.298 -0.26 0.60 -0.14 0.327
C 0.028 2.478 0.291 -0.30 2.23 -0.16 -0.010
H 3.223 2.048 -1.103 -0.08 -0.59 0.47 0.423
H 0.235 1.495 4.354 -0.62 0.42 -0.46 0.284
H -2.423 -1.234 -2.623 0.55 0.53 -0.19 0.272
C 1.211 2.591 -0.659 1.30 -2.05 -1.85 0.083
N -0.798 1.301 0.036 -2.10 -0.64 0.92 0.270
H 0.687 1.289 1.924 0.62 0.98 -0.05 0.465
```
Forces are in eV/Å.

Computed properties:
charge	+1
energy above the lowest of the compared OMol25 structures with the same formula, charge and spin	309.0	kJ/mol
frontier orbital gap	9.86	eV



# 3
The following is a quantum chemistry calculation of a gas-phase ion, C4H7FN3O (charge +1) at a distorted geometry, from the OMol25 dataset.

XYZ file:
```
16
Properties=species:S:1:pos:R:3:forces:R:3:mulliken_charge:R:1
H -0.495 -0.740 1.475 0.08 0.24 1.13 0.402
H -2.136 -0.438 0.880 2.16 -1.03 -0.24 0.376
H 1.218 -1.817 -0.772 0.64 -1.99 -0.84 0.188
N 0.889 -0.941 -0.527 0.25 1.41 1.07 -0.166
C -0.468 1.145 -0.651 -0.20 -4.13 2.62 -0.055
H -1.252 -1.961 0.648 -0.61 0.61 1.00 0.381
N 1.486 0.952 0.793 0.72 0.16 0.59 -0.365
C 1.953 -0.086 -0.011 -3.77 -0.23 0.09 0.396
O 3.053 -0.355 -0.210 3.45 -0.71 -0.62 -0.381
N -1.166 -0.929 0.754 -1.89 -1.25 -0.69 -0.230
C -0.446 -0.626 -0.512 -0.66 5.44 -1.70 -0.646
F -1.708 1.594 -0.409 -1.16 0.23 0.49 -0.304
H 0.017 2.295 1.086 -0.26 0.79 0.80 0.432
H -1.070 -0.856 -1.372 0.16 -0.82 0.16 0.534
C 0.423 1.528 0.476 -0.29 0.47 -1.12 -0.058
H -0.298 1.236 -1.648 1.38 0.82 -2.74 0.496
```
Forces are in eV/Å.

Computed properties:
charge	+1
energy above the lowest of the compared OMol25 structures with the same formula, charge and spin	8.7	kJ/mol
frontier orbital gap	10.21	eV
SMILES	[NH3+][C@@H]1NC(=O)N=C[C@@H]1F



# 4
The following is a quantum chemistry calculation of a molecular structure, C28H42BrFN6O4PV at a distorted geometry, from the OMol25 dataset.

XYZ file:
```
84
Properties=species:S:1:pos:R:3:forces:R:3:mulliken_charge:R:1
H 4.929 -0.855 0.090 0.04 0.01 -0.02 0.338
N -3.479 -0.745 0.210 0.13 -0.15 0.19 0.356
H 1.989 -2.370 -1.452 0.01 0.00 -0.07 0.322
H -3.379 -2.180 1.740 -0.08 -0.08 -0.04 0.610
C -1.802 2.717 -1.400 -0.15 -0.25 -0.08 0.633
O -0.640 -0.609 4.012 0.00 -0.32 1.61 -0.852
H 2.763 1.742 1.331 0.10 0.03 0.09 -0.077
C -1.849 1.032 0.305 0.47 -0.12 0.68 1.085
H 0.503 -2.561 2.047 0.01 -0.20 -0.07 0.296
H 5.759 -4.694 2.802 -0.01 -0.04 -0.05 0.348
C 5.308 1.308 0.098 -0.07 0.04 0.12 -0.702
H 4.646 1.378 -0.767 -0.01 -0.04 -0.03 0.220
C -5.940 -0.868 0.002 0.21 -0.11 -0.09 -1.096
H -2.478 4.522 -3.717 -0.03 0.01 0.05 0.438
H 2.926 -2.753 4.512 0.11 -0.03 0.02 0.313
C -4.587 -1.432 -0.424 -0.39 0.03 -0.02 -1.109
F -1.169 3.782 -1.958 -0.06 0.01 -0.06 -0.368
H 4.571 -5.429 1.718 0.07 0.03 -0.04 0.319
H 5.666 2.459 1.890 0.03 0.05 0.05 0.314
C 1.227 -1.683 -1.079 -0.01 0.04 0.16 -0.963
O 2.412 -0.542 3.592 0.28 -0.21 0.94 -0.870
C -1.344 -1.363 3.251 -1.76 -1.70 -1.11 0.125
P 3.072 -1.018 2.345 2.19 -0.98 -2.42 -0.223
O -0.302 1.077 2.074 0.73 1.35 -1.05 -0.688
H -0.614 -1.822 0.054 0.01 0.02 -0.01 -0.655
C 4.859 2.291 1.179 -0.08 -0.14 -0.10 -0.710
C 3.805 -3.088 3.964 -0.13 -0.15 0.56 -0.615
H 3.590 1.852 2.903 -0.10 0.03 -0.16 0.114
C -1.292 0.488 1.511 -2.14 -1.12 -1.42 1.622
H 1.736 -3.432 1.110 -0.05 0.15 0.10 0.288
N -4.334 3.943 -5.571 -0.04 0.21 -0.42 -0.122
C 1.117 -2.523 1.144 -0.26 -0.53 0.18 -0.827
V 0.749 0.295 3.308 0.42 1.55 1.21 0.630
H -0.027 -3.393 -0.499 0.00 -0.03 0.04 0.512
N 1.954 -1.319 1.127 0.77 0.17 1.04 1.366
H 0.718 -1.219 -1.922 0.02 -0.02 -0.05 0.438
H -6.737 -1.414 -0.495 -0.16 -0.02 -0.06 0.392
H -6.069 -0.971 1.074 -0.03 -0.02 0.17 0.352
H -4.532 5.715 -4.417 -0.02 -0.03 -0.22 0.438
H 6.329 1.490 -0.230 -0.02 -0.06 -0.08 0.415
C 4.597 -3.232 1.712 0.25 -0.03 -0.49 -0.403
H -3.394 4.191 -5.909 -0.27 -0.01 -0.04 0.396
C 5.163 -0.048 0.790 0.42 -0.29 -0.08 -0.480
H -5.364 2.206 -4.972 0.01 0.18 -0.10 0.370
C 4.750 -4.598 2.398 -0.13 -0.07 0.12 -0.675
H 2.844 -0.311 -0.516 -0.07 -0.02 0.05 0.058
H -5.013 4.249 -6.276 0.16 -0.04 0.14 0.354
H -6.022 0.187 -0.247 -0.04 0.10 -0.03 0.307
C -4.388 2.468 -5.384 0.27 -0.99 0.12 -0.727
C 0.280 -2.417 -0.129 0.12 0.02 -0.07 0.233
H -4.431 0.695 -1.892 -0.15 -0.10 0.00 0.581
C 3.712 1.557 1.860 -0.17 0.41 0.26 -0.016
C -1.893 -0.700 2.014 0.05 0.24 0.00 -0.320
H -4.248 1.965 -6.340 -0.02 0.20 -0.09 0.395
O -1.588 -2.541 3.464 0.12 0.47 0.11 -0.684
C 1.866 -0.642 -0.163 -0.13 0.59 -0.46 0.024
C -2.944 2.198 -1.991 0.52 0.35 0.16 -1.744
N 3.912 -2.391 2.685 -0.76 0.68 -0.07 0.270
H -5.527 4.338 -3.882 0.00 -0.02 -0.17 0.363
H -3.327 0.996 -4.219 -0.05 0.09 -0.10 0.457
N -3.551 2.765 -3.146 0.10 0.09 -0.06 0.324
C -3.299 2.073 -4.392 -0.18 0.12 -0.01 -0.541
H 4.695 -2.894 4.574 -0.08 -0.03 0.01 0.402
N 4.104 0.144 1.781 -0.82 -0.44 0.26 0.207
C -3.527 1.052 -1.429 0.11 -0.30 0.32 -1.113
H -4.528 -2.490 -0.157 0.08 0.10 -0.03 0.482
H -3.589 4.683 -2.346 -0.01 0.05 -0.14 0.486
H -0.404 2.619 0.218 0.02 0.03 0.01 0.671
C -3.451 4.200 -3.314 -0.30 -0.11 -0.10 -0.608
H 4.002 -5.236 4.353 -0.05 0.01 0.05 0.415
C 3.742 -4.553 3.547 0.11 0.09 -0.04 -0.641
H 4.014 -3.298 0.787 0.03 0.01 -0.01 0.221
H 1.209 0.240 -0.089 0.16 -0.13 -0.01 -0.140
H 2.738 -4.793 3.192 -0.01 0.00 0.03 0.233
H 4.537 3.249 0.776 0.05 0.06 0.03 0.398
C -1.266 2.174 -0.256 -0.04 0.10 -0.09 -1.031
H -2.308 2.322 -4.816 0.01 -0.05 0.01 0.232
H 6.094 -0.304 1.306 -0.01 -0.08 -0.08 0.383
Br 1.120 2.447 4.208 0.21 0.51 0.57 -0.560
C -2.975 0.429 -0.310 -0.06 0.56 -0.71 0.551
C -2.949 -1.267 1.360 0.42 -0.12 0.45 -0.301
H -4.472 -1.360 -1.508 0.08 -0.09 0.06 0.467
C -4.554 4.637 -4.271 0.11 0.46 0.83 -0.986
H 5.579 -2.819 1.470 -0.05 -0.02 -0.12 0.282
```
Forces are in eV/Å.

Computed properties:
expectation value of S²	3.79
charge	+1
spin multiplicity	4
frontier orbital gap (spin up / spin down)	4.12 / 7.26	eV



# 5
The following is a quantum chemistry calculation of 6 unconnected molecules or ions with the total composition C37H55Cl2N6O, from the OMol25 dataset.

XYZ file:
```
101
Properties=species:S:1:pos:R:3:forces:R:3:mulliken_charge:R:1
C -4.891 3.205 0.850 -0.02 -0.01 0.00 -1.162
C -2.051 5.394 -2.096 0.03 -0.03 -0.01 -0.098
O -2.031 0.970 -1.784 -0.11 -0.11 0.14 -0.754
H 1.412 2.408 -1.835 -0.09 0.03 -0.11 0.115
H -1.707 1.085 0.814 -0.02 0.07 0.07 0.493
H 0.844 3.366 -0.485 -0.05 0.04 -0.07 0.481
C 3.319 0.265 -0.828 0.13 0.21 -0.04 -1.530
C -0.998 -6.432 2.384 0.03 -0.02 0.02 -0.458
H -5.364 -4.661 -1.114 0.00 -0.01 0.01 0.398
Cl 1.449 -3.081 -1.143 -0.11 -0.18 -0.30 -0.157
C -0.057 -7.477 2.594 -0.01 0.02 0.01 -0.411
H -4.986 2.409 0.132 0.03 -0.01 0.00 0.580
C -4.083 4.311 0.859 -0.04 -0.04 0.06 0.365
H 7.625 -0.159 -2.520 -0.02 -0.07 -0.07 0.438
H -2.126 4.319 -2.055 -0.01 -0.01 -0.03 0.758
H 7.047 -1.127 -1.161 0.03 -0.01 -0.06 0.411
H -3.162 8.368 -2.185 -0.01 0.02 0.00 0.179
C 0.965 0.558 0.110 -0.11 -0.21 0.05 -2.986
C -0.225 0.716 -3.888 0.16 -0.20 -0.12 -1.882
C -5.270 -3.595 -1.235 0.01 0.02 0.00 -0.921
H -7.371 -2.854 -1.277 -0.01 -0.01 0.00 0.384
C -0.863 6.176 -2.125 -0.02 -0.03 0.01 -0.423
H -0.011 -8.149 3.434 0.00 -0.01 0.01 0.406
N -2.610 7.532 -2.166 0.04 -0.01 0.00 0.037
H 3.594 0.615 0.170 0.01 -0.06 -0.14 0.653
C 2.603 -0.626 8.102 -0.02 -0.01 0.00 -0.428
H 5.881 0.578 -4.223 -0.01 0.02 0.00 0.458
C 1.211 -1.455 6.558 0.00 0.00 0.02 -0.795
C -5.324 4.329 2.736 0.00 -0.02 -0.01 -0.360
H 3.023 -3.452 2.505 -0.01 0.01 -0.01 0.458
H -3.794 -0.648 -1.608 0.02 -0.01 -0.01 0.541
H -3.061 -3.240 -1.329 0.00 -0.02 0.00 0.479
H 0.352 -1.992 6.192 0.00 0.00 -0.01 0.377
Cl 2.893 -0.833 2.150 0.07 0.05 0.13 -0.278
C -1.242 7.491 -2.168 -0.04 0.00 0.01 -0.666
H 3.307 1.157 -1.462 -0.08 0.00 0.07 0.534
H 3.978 0.321 6.699 0.01 0.00 0.00 0.372
C -0.137 -0.112 -2.598 0.03 -0.19 0.14 1.951
H -0.467 2.204 1.416 -0.04 0.09 0.00 0.421
H 1.642 -8.104 1.292 0.00 -0.01 0.00 0.384
H 2.286 -0.690 4.824 -0.01 0.00 0.04 0.253
C -4.404 -1.530 -1.490 -0.01 0.04 -0.03 -0.589
C -4.064 -2.849 -1.349 0.02 -0.06 0.03 -0.032
C 0.796 -7.479 1.522 0.00 0.02 0.00 -0.543
C 5.494 0.021 -2.153 -0.01 0.14 0.00 0.690
H 4.344 1.180 -3.611 0.01 -0.07 0.00 0.276
C -0.081 1.446 -0.557 -0.16 -0.10 0.19 2.031
H 0.895 -1.750 8.624 -0.01 -0.01 0.02 0.176
C 0.522 2.664 -1.259 0.36 0.04 0.25 -1.452
H -4.171 6.077 -2.106 -0.01 0.00 0.02 0.428
H -1.810 -6.151 3.034 -0.01 0.00 0.00 0.422
H -5.807 4.523 3.678 0.00 0.01 0.01 0.392
C 4.395 -0.693 -1.356 -0.21 0.18 -0.24 -0.926
H 0.239 0.132 -4.689 -0.04 0.04 0.00 0.412
H 3.911 -1.416 -2.023 0.16 -0.19 0.10 0.342
C 1.955 -1.716 -0.190 0.00 0.08 0.18 -0.846
N -5.770 -1.454 -1.471 -0.01 0.00 0.04 0.055
H 0.855 -6.242 -0.189 0.01 0.02 -0.02 0.195
H 2.908 -4.128 0.877 -0.10 -0.02 0.02 0.387
C 5.034 0.331 -3.582 -0.15 0.12 0.08 -1.367
H 4.845 -1.238 -0.525 -0.09 -0.10 0.01 0.325
H -0.201 3.165 -1.901 -0.05 -0.06 0.02 0.093
C 2.203 -0.787 5.894 0.01 0.01 0.01 0.378
C -6.306 -2.705 -1.314 0.00 0.03 -0.01 -0.460
H 1.437 -3.812 1.827 0.03 -0.07 -0.09 0.260
H 1.882 0.551 -2.752 -0.01 -0.01 0.06 0.379
H 5.679 0.985 -1.659 0.13 -0.10 0.05 0.312
N -5.643 3.225 1.993 0.01 0.02 -0.01 0.043
H -1.264 0.896 -4.154 0.00 0.07 0.06 0.429
N -0.843 0.601 -1.503 0.19 0.53 -0.49 0.969
C 3.088 -0.260 6.875 0.00 0.00 -0.02 -0.645
H -3.895 5.939 2.387 0.00 0.01 0.00 0.397
C 1.368 -0.281 -2.271 -0.07 -0.21 0.03 -3.482
C -0.686 -5.836 1.192 0.00 0.06 -0.02 -0.697
H -1.656 2.749 0.207 -0.01 -0.06 0.07 0.043
H -1.143 -5.012 0.671 -0.01 0.01 0.00 0.612
H 1.706 -1.171 -2.801 0.06 0.04 -0.02 1.190
C -0.900 -1.432 -2.832 -0.26 0.31 -0.19 -1.814
H -6.299 -0.607 -1.559 -0.01 0.02 -0.02 0.186
H 0.152 5.813 -2.111 0.01 0.00 -0.01 0.449
H -0.245 -2.234 -3.164 0.05 0.00 0.10 0.377
C 2.439 -3.447 1.587 0.10 0.09 0.11 -1.478
H 0.318 1.658 -3.813 -0.10 0.04 0.04 0.385
H -6.318 2.530 2.252 -0.01 -0.02 0.01 0.181
H -1.642 -1.275 -3.617 -0.05 -0.03 0.10 0.426
C -3.111 6.260 -2.122 0.01 0.03 -0.04 -0.977
C 6.797 -0.777 -2.165 -0.09 0.07 0.07 -1.714
H -3.372 4.576 0.097 0.02 0.05 0.00 0.551
H 2.970 -0.432 9.094 0.01 0.00 0.00 0.367
C 1.875 -0.311 -0.804 0.07 0.08 -0.03 3.556
H -0.658 8.394 -2.198 0.01 0.00 0.00 0.379
N 0.405 -6.478 0.676 0.02 -0.01 -0.02 0.098
H 1.580 1.180 0.761 -0.03 0.04 -0.03 0.592
H 0.408 -0.118 0.765 0.02 0.09 0.04 0.577
H 4.508 -0.524 -4.017 0.14 -0.03 -0.02 0.274
C 2.377 -2.055 1.027 -0.03 -0.12 0.04 0.776
N 1.461 -1.352 7.899 0.01 0.00 -0.01 0.025
C -1.047 1.909 0.541 0.05 -0.09 -0.28 -1.632
H 6.709 -1.646 -2.822 0.03 -0.03 0.04 0.333
H -1.455 -1.718 -1.941 0.23 -0.21 0.05 0.292
C -4.358 5.023 2.059 0.00 0.01 -0.02 -1.022
```
Forces are in eV/Å.

Computed properties:
expectation value of S²	0.75
charge	0
spin multiplicity	2
frontier orbital gap (spin up / spin down)	8.59 / 8.62	eV



# 6
The following is a quantum chemistry calculation of 2 unconnected molecules or ions with the total composition C2H3IN4 at a distorted geometry, from the OMol25 dataset.

XYZ file:
```
10
Properties=species:S:1:pos:R:3:forces:R:3:mulliken_charge:R:1
H -1.520 -0.283 0.981 0.46 -0.15 -0.76 0.316
N -1.044 -0.597 0.108 -1.88 0.37 1.65 -0.321
C 3.921 -0.764 0.592 1.24 1.95 -2.71 -0.006
N 4.057 -1.513 1.630 0.18 -0.05 1.27 0.507
N 3.867 -1.958 2.639 0.22 -0.62 0.27 -0.128
I 5.334 0.337 -0.444 -1.24 -1.37 1.28 0.629
N 1.092 0.329 -0.512 -2.14 -0.86 0.98 0.023
C -0.006 0.038 -0.255 1.38 -1.06 -0.70 0.373
H -1.588 -1.327 -0.377 0.77 0.51 -0.40 0.314
H 1.791 0.888 -0.889 1.00 1.29 -0.89 0.294
```
Forces are in eV/Å.

Computed properties:
charge	+2
energy above the lowest of the compared OMol25 structures with the same formula, charge and spin	197.2	kJ/mol
frontier orbital gap (spin up / spin down)	6.67 / 6.75	eV